{
  "formula": "C20H20AuN5OS",
  "method": "ωB97M-V with the def2-TZVPD basis set",
  "species": ["Au", "N", "C", "C", "C", "C", "C", "C", "S", "N", "C", "C", "C", "C", "C", "C", "N", "H", "H", "H", "H", "H", "H", "H", "H", "H", "C", "C", "C", "C", "C", "C", "H", "H", "H", "H", "H", "C", "N", "C", "N", "O", "H", "H", "H", "H", "H", "H"],
  "coordinates": [[-0.4856, 0.8685, -0.2410], [-2.7848, -1.0909, -3.1431], [-3.6023, -2.1693, -2.6888], [-4.4162, -2.8173, -3.5966], [-5.2209, -3.8691, -3.1755], [-5.1996, -4.2668, -1.8514], [-4.3737, -3.6149, -0.9417], [-3.5803, -2.5636, -1.3603], [-2.5726, -1.7477, -0.1461], [-1.6701, -0.6747, -1.1314], [-1.8767, -0.4629, -2.3940], [-1.0030, 0.5712, -3.0378], [-0.9063, 0.7600, -4.3982], [0.0074, 1.6824, -4.9007], [0.8203, 2.3772, -4.0279], [0.6814, 2.1571, -2.6686], [-0.2223, 1.2947, -2.1931], [-2.8801, -0.8428, -4.1128], [-4.4272, -2.5053, -4.6345], [-5.8586, -4.3725, -3.8881], [-5.8219, -5.0845, -1.5164], [-4.3560, -3.9282, 0.0949], [-1.5029, 0.1807, -5.0876], [0.0888, 1.8345, -5.9685], [1.5564, 3.0856, -4.3793], [1.2773, 2.6840, -1.9386], [0.8943, 5.1142, 1.4380], [-0.0688, 4.9928, 0.4479], [-0.4091, 3.7396, -0.0498], [0.2229, 2.6198, 0.4767], [1.1851, 2.7210, 1.4658], [1.5199, 3.9842, 1.9425], [1.1581, 6.0923, 1.8163], [-0.5629, 5.8718, 0.0560], [-1.1733, 3.6636, -0.8136], [1.6891, 1.8491, 1.8588], [2.2762, 4.0785, 2.7103], [-1.7723, 0.5119, 4.1989], [-0.5142, -0.1183, 3.7910], [-0.1069, -0.1693, 2.5361], [1.0923, -0.6920, 2.2317], [-0.8959, 0.2907, 1.6370], [-2.0151, 0.1589, 5.1962], [-2.5677, 0.2272, 3.5166], [-1.6735, 1.5957, 4.2131], [0.0628, -0.5357, 4.5033], [1.6666, -1.1198, 2.9400], [1.2933, -0.9373, 1.2772]],
  "orbital_gap_ev": 6.452,
  "de_lowest_kcal_mol": 0.0,
  "e_lumo_ev": -6.869,
  "charge": 2,
  "homo_energy_ev": -13.32,
  "energy_ha": -1656.51068,
  "max_force_ev_per_a": 0.5
}